1.
Computed, not measured: a single C7H5NO3S molecule at a distorted geometry, with ωB97M-V with the def2-TZVPD basis set.

Results
Relative energy (zero: lowest compared OMol25 entry of this formula, charge and spin)   5.0510 eV
Total charge   0
E_HOMO (spin up / spin down)   -8.99 / -8.99 eV
SMILES string   O=[N+]([O-])C1=Cc2cscc2[C@H]1O

```
17
Properties=species:S:1:pos:R:3:forces:R:3
O -3.357 -1.205 0.089 1.45 0.05 0.42
N -2.221 -1.646 0.360 -2.26 -0.44 -0.65
O -2.040 -2.811 0.657 0.62 0.06 0.39
C -1.107 -0.806 0.188 0.55 6.12 -3.07
C -1.207 0.506 -0.570 0.16 -3.68 3.59
C 0.155 1.032 -0.702 -0.98 -0.17 0.20
C 0.759 2.101 -1.329 -0.27 -0.58 0.51
S 2.425 1.932 -1.094 0.96 0.29 -0.40
C 2.341 0.437 -0.225 -1.50 2.40 -1.07
C 1.058 0.132 -0.034 -1.32 -0.33 -0.50
C 0.323 -0.978 0.681 1.02 -2.23 -1.29
O 0.459 -0.848 2.081 -0.72 1.11 -0.29
H -2.141 1.083 -0.702 0.58 -0.87 -0.51
H 0.369 2.957 -1.883 -0.01 -0.52 0.26
H 3.244 0.004 -0.065 2.23 -1.48 1.00
H 0.797 -1.970 0.366 -0.88 1.10 0.64
H 0.143 0.080 2.183 0.36 -0.82 0.75
```
Forces are in eV/Å.

---

2.
Computed, not measured: a single C2H5N3S molecule at a distorted geometry, with ωB97M-V with the def2-TZVPD basis set.

Results
Relative energy (zero: lowest compared OMol25 entry of this formula, charge and spin)   3.7371 eV
Total charge   0
E_HOMO   -8.21 eV
SMILES string   NN1CC=NS1

```
11
Properties=species:S:1:pos:R:3:forces:R:3
N 0.540 -1.698 -0.282 1.19 2.32 -1.33
N -0.069 -0.803 0.603 -1.39 -0.51 -1.35
C 0.526 0.519 0.414 1.26 -1.51 0.09
C -0.455 1.482 -0.059 -0.54 3.40 0.33
N -1.666 1.147 -0.185 -0.19 1.43 -0.82
S -2.066 -0.385 0.069 1.85 -1.47 0.85
H 0.241 -2.597 -0.078 -0.47 -1.84 -0.12
H 0.794 -1.448 -1.318 -1.28 -0.47 2.58
H 1.293 0.350 -0.351 0.25 0.56 0.09
H 1.044 0.829 1.336 -0.32 0.08 -0.21
H -0.183 2.604 -0.148 -0.36 -2.00 -0.09
```
Forces are in eV/Å.

---

3.
Computed, not measured: C45H44BaN13O3S as an isolated structure at a distorted geometry, with ωB97M-V with the def2-TZVPD basis set.

Results
Total charge   +1
E_HOMO   -9.69 eV

```
107
Properties=species:S:1:pos:R:3:forces:R:3
Ba -0.374 -0.614 0.065 0.68 -2.70 -0.50
C -6.105 1.821 -4.402 0.23 -0.13 0.21
C -4.781 1.466 -3.754 -0.42 -0.06 0.09
C -3.583 1.813 -4.284 0.26 0.13 -0.23
C -2.339 1.543 -3.635 -0.01 0.15 -0.13
C -1.189 1.871 -4.382 -0.33 0.02 0.07
N 0.045 2.119 -4.032 0.42 0.00 0.59
C 0.604 2.532 -2.720 -0.11 0.20 -0.41
C 1.707 3.556 -2.999 0.04 -0.13 -0.10
C 2.230 4.232 -1.736 0.00 -0.43 0.02
N 2.939 3.241 -0.923 -0.90 0.51 0.47
C 2.502 2.897 0.220 -0.53 0.43 0.53
C 1.321 3.423 0.952 0.39 -0.02 -0.08
C 1.190 4.717 1.422 0.07 0.14 0.10
C 0.090 5.109 2.193 0.14 0.23 -0.04
C -0.024 6.524 2.724 0.06 -0.19 -0.10
C -0.846 4.137 2.484 -0.28 -0.20 0.09
C -0.753 2.816 2.018 -0.33 -0.30 0.19
C -1.732 1.829 2.525 0.15 0.04 -0.08
N -1.831 0.599 2.191 -0.30 0.10 0.55
C -2.716 -0.241 3.021 0.10 0.21 -0.36
C -3.808 -0.967 2.239 0.26 -0.01 -0.13
C -3.292 -1.887 1.119 -0.06 0.47 0.03
N -2.826 -1.092 -0.037 -1.89 -0.15 -0.09
C -3.740 -0.556 -0.739 -0.07 0.09 -0.25
C -3.584 0.345 -1.908 -0.03 -0.20 0.39
C -4.739 0.703 -2.561 -0.12 -0.05 -0.02
C -2.299 0.824 -2.386 0.33 -0.22 -0.02
O -1.217 0.533 -1.804 -1.31 1.25 -1.92
C 0.337 2.441 1.196 -0.18 -0.50 -0.06
O 0.456 1.251 0.668 1.81 4.72 1.66
H -5.954 2.345 -5.346 0.02 -0.02 0.04
H -6.699 2.466 -3.751 0.04 -0.01 -0.03
H -6.699 0.926 -4.601 0.04 0.04 0.00
H -3.561 2.360 -5.228 0.03 -0.12 0.11
H -1.337 1.938 -5.455 -0.02 -0.02 -0.09
H 0.697 2.198 -4.799 0.07 0.05 -0.01
H 0.974 1.677 -2.171 0.05 -0.27 0.07
H -0.192 2.973 -2.123 -0.13 -0.05 -0.06
H 1.315 4.329 -3.663 0.01 0.03 -0.02
H 2.543 3.063 -3.513 -0.10 0.08 0.00
H 1.401 4.694 -1.198 0.02 0.01 0.09
H 2.933 5.008 -2.018 0.15 0.12 -0.02
H 3.414 1.908 -1.183 1.02 0.48 -0.97
H 3.004 2.045 0.695 -0.11 0.05 0.00
H 1.983 5.437 1.226 -0.08 -0.06 -0.03
H 0.231 7.259 1.956 -0.03 -0.07 0.05
H 0.653 6.688 3.567 -0.04 -0.02 -0.04
H -1.038 6.736 3.066 0.03 -0.02 -0.01
H -1.702 4.400 3.107 0.13 -0.05 -0.07
H -2.380 2.213 3.327 0.04 0.07 -0.01
H -3.185 0.339 3.821 -0.02 0.13 0.07
H -2.094 -1.005 3.497 0.07 0.05 -0.01
H -4.489 -0.234 1.800 -0.08 -0.04 0.03
H -4.379 -1.564 2.956 0.00 0.01 -0.05
H -4.101 -2.551 0.812 0.01 -0.13 -0.05
H -2.466 -2.507 1.497 -0.10 0.10 -0.16
H -4.794 -0.770 -0.502 0.03 0.07 -0.06
H -5.683 0.344 -2.152 0.08 0.03 -0.04
N 1.032 -1.225 4.683 0.03 -0.41 -0.02
C 0.622 -0.768 3.496 -0.05 -0.23 -0.43
N 0.374 -1.516 2.465 0.35 -0.72 0.86
C 0.570 -2.898 2.557 -0.12 -0.05 -0.26
N 0.365 -3.720 1.568 0.00 0.05 0.12
N 0.098 -3.121 0.335 0.48 -1.37 0.60
C -0.173 -3.936 -0.606 0.09 0.00 0.04
C -0.260 -3.483 -2.014 0.01 0.21 0.20
C -0.400 -4.422 -3.023 -0.05 -0.24 -0.12
C -0.327 -4.006 -4.347 -0.04 -0.11 0.00
C -0.119 -2.666 -4.617 0.03 0.00 -0.12
C -0.050 -1.785 -3.545 -0.17 0.03 0.38
N -0.121 -2.171 -2.269 0.14 -0.33 -0.67
C 1.025 -3.466 3.844 -0.18 0.08 -0.28
C 1.252 -4.832 4.039 -0.01 -0.04 -0.02
C 1.685 -5.300 5.264 -0.01 -0.04 -0.05
C 1.900 -4.406 6.316 0.06 -0.03 0.07
C 1.694 -3.053 6.138 0.04 0.16 0.14
C 1.253 -2.591 4.900 -0.01 0.21 0.08
H 1.222 -0.580 5.424 0.08 0.22 0.23
H 0.475 0.310 3.405 0.06 -0.25 0.01
H -0.263 -5.004 -0.407 0.05 -0.05 0.00
H -0.542 -5.468 -2.770 0.02 0.11 -0.05
H -0.423 -4.724 -5.155 0.04 0.05 0.09
H 0.007 -2.304 -5.633 -0.08 -0.03 0.17
H 0.064 -0.715 -3.714 0.00 -0.22 0.08
H 1.079 -5.500 3.204 0.01 0.03 0.07
H 1.860 -6.361 5.411 -0.04 0.14 -0.02
H 2.237 -4.774 7.281 -0.04 0.05 -0.14
H 1.875 -2.349 6.950 -0.06 -0.16 -0.17
S 4.454 -0.573 4.346 -0.03 0.02 0.08
C 4.226 -1.805 3.176 0.07 -0.14 0.02
C 3.616 -1.295 2.074 -0.10 0.55 -0.07
N 3.304 0.059 2.159 0.26 -0.09 0.33
C 3.685 0.558 3.305 -0.04 -0.25 -0.41
H 4.570 -2.821 3.353 -0.11 0.31 -0.08
H 3.383 -1.830 1.151 0.03 0.15 0.33
H 3.556 1.605 3.600 0.05 -0.44 -0.18
N 2.959 -3.363 -2.964 0.00 0.11 0.01
C 2.991 -2.282 -2.142 -0.05 0.15 0.24
O 2.848 -2.381 -0.926 0.22 0.18 -0.51
C 3.179 -0.979 -2.833 -0.13 0.27 -0.66
C 2.870 -0.793 -4.231 0.18 0.00 0.38
N 2.589 -0.618 -5.341 0.06 -0.09 0.47
C 3.602 0.132 -2.164 -0.50 -1.16 -0.38
N 4.004 1.087 -1.623 0.26 -0.46 0.37
H 3.194 -3.298 -3.940 0.02 0.03 0.03
H 2.923 -4.271 -2.537 -0.04 -0.03 0.04
```
Forces are in eV/Å.

---

4.
Computed, not measured: a single C3H6N2O molecule at a distorted geometry, with ωB97M-V with the def2-TZVPD basis set.

Results
Relative energy (zero: lowest compared OMol25 entry of this formula, charge and spin)   2.3100 eV
Total charge   0
E_HOMO   -10.48 eV
SMILES string   N#C[C@@H](N)CO

```
12
Properties=species:S:1:pos:R:3:forces:R:3
N -0.803 1.001 -2.519 0.20 -0.97 0.83
C -0.633 0.272 -1.635 -0.14 0.64 -0.52
C -0.417 -0.477 -0.385 -0.13 1.27 1.32
N 0.834 -1.230 -0.377 0.23 0.47 0.30
C -0.463 0.724 0.833 -0.21 -1.17 -1.42
O 0.569 0.566 1.771 0.25 -0.59 -0.24
H -1.260 -1.167 -0.216 0.32 0.36 -0.06
H 1.472 -0.859 -1.074 0.00 -0.05 0.03
H 1.301 -1.083 0.536 -0.31 -0.97 -1.09
H -0.402 1.710 0.339 -0.01 -0.47 0.22
H -1.443 0.594 1.319 0.41 0.19 -0.05
H 1.245 -0.052 1.408 -0.62 1.28 0.68
```
Forces are in eV/Å.